# 1
C23H20BrN2O5Sr | wB97M-V/def2-TZVPD

Last column: Mulliken charge in e.
Element x y z (Å)
Sr 0.63407 0.22691 -0.08957  2.563
C -2.70416 0.32890 -0.75807  -1.086
O -1.56031 1.05744 -0.28402  -0.547
C -1.80624 2.23415 0.39825  0.502
C -3.05993 2.79498 0.55751  -0.359
C -3.18079 3.99890 1.24115  -0.518
Br -4.90203 4.75831 1.42601  -0.170
C -2.08778 4.63287 1.79235  -0.862
C -0.82811 4.05430 1.65923  0.746
C -0.69157 2.87545 0.93658  0.677
O 0.56023 2.32745 0.67339  -0.840
C 0.34120 4.68790 2.27661  0.162
N 0.58910 5.95820 2.28854  -0.705
C 1.77711 6.10550 2.98429  0.741
C 2.48984 7.25940 3.30111  -0.770
C 3.64855 7.11423 4.03614  -0.487
C 4.10122 5.85554 4.45522  -0.499
C 3.41392 4.69869 4.14166  -0.901
C 2.25453 4.84847 3.39341  0.527
N 1.33348 3.93606 2.89977  -0.186
H -3.23179 0.89607 -1.52368  0.392
H -3.37360 0.09142 0.06763  0.448
H -2.32445 -0.59672 -1.18368  0.233
H -3.94707 2.33151 0.15371  0.548
H -2.18820 5.56587 2.32792  0.607
H 1.22621 2.94237 1.03832  0.411
H 2.13464 8.22962 2.98176  0.454
H 4.22284 7.99095 4.30375  0.392
H 5.00935 5.78826 5.03891  0.393
H 3.75990 3.72831 4.47473  0.400
H 1.19994 3.00829 3.27339  0.087
C 1.39767 -6.48869 -1.46887  -0.811
O 1.33398 -6.38072 -0.05397  -0.411
C 1.11422 -5.18528 0.48554  0.923
C 1.16906 -5.14055 1.90330  -1.033
C 1.04377 -3.95238 2.54100  -0.813
C 0.81312 -2.73003 1.84248  -0.253
C 0.84643 -1.49396 2.54099  1.427
C 1.06970 -1.48410 4.03444  -1.477
O 0.72338 -0.34933 2.00479  -0.914
C 0.59928 -2.81227 0.41797  0.500
O 0.21288 -1.79066 -0.27956  -1.264
C 0.81254 -4.04524 -0.22854  -0.461
H 1.76448 -7.48901 -1.67502  0.248
H 2.08708 -5.75287 -1.88716  0.343
H 0.41247 -6.36362 -1.92224  0.335
H 1.32702 -6.06574 2.43996  0.438
H 1.13186 -3.93723 3.61811  0.392
H 1.95321 -2.05576 4.31351  0.423
H 0.20891 -1.92330 4.54214  0.381
H 1.18512 -0.45657 4.36634  0.259
H 0.69274 -4.05776 -1.30346  0.417

Calculated values
total charge: +1
molecular weight: 571.946 g/mol
orbital gap: 0.286 hartree
energy above the lowest of the compared OMol25 structures with the same formula, charge and spin: 36.9 kcal per mole


# 2
C2H7BaO3 | wB97M-V/def2-TZVPD

Last column: Mulliken charge in e.
Element x y z (Å)
O 1.00227 -0.21771 -0.79760  -0.577
H -0.78403 -2.00347 -0.77956  0.352
C -0.72255 1.04102 1.22532  -0.587
O 0.38470 0.19225 1.41303  -0.349
C 1.37411 0.31257 0.41325  -0.269
H -1.27228 0.78662 0.30380  0.223
H -1.39185 0.91821 2.08463  0.245
H -0.40371 2.09717 1.16373  0.253
H 2.25928 -0.18794 0.84215  0.218
H 1.62257 1.39133 0.32337  0.205
Ba 1.57713 0.52151 -3.38939  0.663
O -1.36967 -2.54660 -1.50456  -0.679
H -2.27597 -2.30497 -1.29817  0.302

Calculated values
molecular weight: 216.403 g/mol
⟨S²⟩: 0.750
orbital gap (alpha / beta): 0.182 / 0.288 hartree
2S+1: 2
energy above the lowest of the compared OMol25 structures with the same formula, charge and spin: 0.0 kcal per mole


# 3
C19H31N3OS | wB97M-V/def2-TZVPD

Last column: Mulliken charge in e.
Element x y z (Å)
C 2.70670 0.94720 6.23617  -1.215
C 2.25714 1.49154 4.88545  -0.663
C 2.05652 0.40336 3.82710  -0.265
C 0.77755 -0.39821 4.06350  -0.460
N 0.71050 -1.65644 3.33282  0.146
C -0.30431 -2.51825 3.90564  -1.084
C 0.62178 -1.59331 1.87704  -0.470
C 2.00498 -1.53599 1.21670  -0.315
C 1.84345 -1.62612 -0.29963  -1.675
N 0.99499 -0.56180 -0.79859  0.290
C 1.56082 0.60674 -1.18588  0.258
S 3.17125 0.94992 -0.99151  -0.339
N 0.77804 1.57353 -1.75382  -0.066
C -0.33481 1.44042 -2.59108  -0.404
C -0.67926 0.24336 -3.20842  -0.215
C -1.77720 0.16820 -4.04733  -0.331
C -2.55425 1.29460 -4.29476  0.688
O -3.66849 1.34183 -5.07608  -0.477
C -4.03816 0.21561 -5.84501  -0.404
C -3.16179 0.03300 -7.08092  -1.025
C -2.19639 2.50101 -3.68768  -0.621
C -1.10570 2.57408 -2.85236  -0.477
C -0.33701 -0.60774 -0.22587  -0.993
C -0.25774 -0.47330 1.29754  -0.480
H 1.95750 0.28846 6.66797  0.318
H 2.87845 1.76462 6.93301  0.384
H 3.63303 0.38764 6.12831  0.304
H 3.01581 2.18865 4.52303  0.360
H 1.32675 2.05195 5.00764  0.335
H 2.02219 0.88639 2.84991  0.092
H 2.90659 -0.27943 3.84122  0.347
H -0.10095 0.24200 3.87122  0.199
H 0.74739 -0.67077 5.12098  0.463
H -0.09196 -2.66247 4.96444  0.369
H -0.27025 -3.49290 3.42098  0.368
H -1.32522 -2.11467 3.81261  0.348
H 0.17278 -2.54548 1.56370  0.377
H 2.61567 -2.36239 1.57817  0.324
H 2.51701 -0.60610 1.44973  -0.015
H 2.81519 -1.55156 -0.78930  0.689
H 1.37384 -2.57592 -0.57746  0.348
H 1.25252 2.46563 -1.81665  0.298
H -0.07631 -0.63639 -3.04678  0.439
H -2.00602 -0.78171 -4.50369  0.344
H -4.03937 -0.69226 -5.22873  0.319
H -5.06792 0.42396 -6.14882  0.317
H -2.12612 -0.14377 -6.80101  0.325
H -3.20212 0.92880 -7.69535  0.303
H -3.52014 -0.81154 -7.66305  0.353
H -2.79716 3.37302 -3.89066  0.422
H -0.83806 3.51541 -2.39544  0.408
H -0.95398 0.19038 -0.63681  0.554
H -0.78944 -1.56852 -0.49457  0.294
H 0.16711 0.50232 1.53786  0.234
H -1.26541 -0.52661 1.71449  0.379

Calculated values
structure (SMILES): CCCCN(C)C1CCN(C(=S)Nc2ccc(OCC)cc2)CC1
molecular weight: 349.544 g/mol
orbital gap: 0.309 hartree
energy above the lowest of the compared OMol25 structures with the same formula, charge and spin: 14.7 kcal per mole


# 4
C2H9N2O | wB97M-V/def2-TZVPD

Last column: Mulliken charge in e.
Element x y z (Å)
C -6.02250 4.85019 -0.14127  -0.640
N -3.86712 4.30738 2.15915  -0.344
C -3.81661 4.32614 0.64435  -0.154
N -4.99178 3.83708 0.09933  -0.024
H -6.34726 5.32616 0.80547  0.366
H -5.62756 5.60579 -0.81778  0.395
H -6.83171 4.29638 -0.52939  0.286
H -3.04682 4.18284 2.60016  0.229
H -3.53246 5.43938 0.34247  0.275
H -2.93115 3.66130 0.32995  0.324
H 16.94036 -17.06711 -2.52463  0.269
H -4.55700 3.62775 2.49664  0.287
H 16.85711 -15.65474 -3.00492  0.319
O 17.77451 -16.73854 -2.45953  -0.588

Calculated values
total charge: +1
molecular weight: 77.107 g/mol
orbital gap: 0.107 hartree
energy above the lowest of the compared OMol25 structures with the same formula, charge and spin: 234.2 kcal per mole